# C45H64AsF10O11S5

A structure of composition C45H64AsF10O11S5 at a distorted geometry (wB97M-V/def2-TZVPD, the OMol25 dataset).

Its total charge is -1. As for the multiplicity: 1.

Last column: Mulliken charge in e.
CARTESIAN COORDINATES (ANGSTROEM)
As (0.35, 0.79, 0.19)  2.010
F (-0.50, 0.98, -1.40)  -0.577
F (1.92, 0.50, -0.73)  -0.523
F (1.20, 0.63, 1.79)  -0.506
F (-1.24, 1.19, 0.93)  -0.392
F (0.05, -0.99, 0.24)  -0.400
F (0.76, 2.52, 0.17)  -0.440
F (-5.68, -3.57, 0.32)  -0.393
C (-4.39, -3.82, -0.06)  0.253
C (-4.04, -4.78, -1.01)  -0.219
C (-2.73, -5.12, -1.21)  -0.611
C (-1.71, -4.47, -0.42)  -0.642
C (-2.10, -3.42, 0.44)  0.034
C (-3.41, -3.14, 0.59)  -0.454
H (-4.88, -5.09, -1.61)  0.430
H (-2.47, -5.93, -1.89)  0.398
H (-0.65, -4.62, -0.54)  0.543
H (-1.37, -2.84, 1.00)  0.184
H (-3.70, -2.50, 1.41)  0.469
F (-4.38, 3.73, 6.42)  -0.338
C (-4.32, 3.15, 5.22)  0.175
C (-3.15, 3.36, 4.46)  -0.299
C (-3.02, 2.75, 3.21)  0.202
C (-4.13, 2.11, 2.67)  -0.811
C (-5.34, 1.98, 3.40)  -0.503
C (-5.42, 2.60, 4.64)  -0.436
H (-2.33, 3.89, 4.91)  0.461
H (-2.18, 2.92, 2.55)  0.141
H (-4.03, 1.77, 1.65)  0.573
H (-6.18, 1.45, 2.98)  0.422
H (-6.34, 2.60, 5.20)  0.362
F (7.29, -0.11, -5.09)  -0.317
C (5.95, -0.08, -4.96)  0.167
C (5.17, -0.13, -6.12)  -0.341
C (3.78, -0.13, -6.00)  -0.762
C (3.20, -0.23, -4.71)  -0.318
C (3.99, -0.32, -3.57)  -0.244
C (5.37, -0.21, -3.71)  -0.529
H (5.75, -0.18, -7.03)  0.406
H (3.10, -0.06, -6.84)  0.397
H (2.12, -0.22, -4.64)  0.545
H (3.50, -0.52, -2.63)  0.489
H (5.97, -0.25, -2.81)  0.463
F (3.24, -3.91, -2.27)  -0.246
C (3.48, -3.96, -0.97)  -0.292
C (2.72, -3.05, -0.14)  0.878
C (2.83, -3.23, 1.28)  -0.813
C (3.78, -4.15, 1.78)  -0.868
C (4.32, -5.12, 0.96)  -0.529
C (4.16, -5.01, -0.43)  -0.591
H (2.01, -2.32, -0.50)  0.433
H (2.28, -2.60, 1.96)  0.769
H (3.99, -4.15, 2.84)  0.462
H (4.99, -5.86, 1.38)  0.349
H (4.72, -5.71, -1.03)  0.415
C (0.41, 3.50, -2.98)  -0.604
O (0.21, 4.18, -1.75)  -0.457
H (-0.54, 3.16, -3.39)  0.231
H (0.86, 4.21, -3.68)  0.318
H (1.18, 2.74, -2.93)  0.102
H (0.61, 3.70, -1.02)  0.370
C (-0.28, -2.29, 5.17)  -0.857
C (-0.93, -2.30, 3.78)  0.324
C (-1.64, -0.88, 3.53)  0.019
S (-1.08, 0.25, 4.94)  0.848
O (-2.17, 0.40, 5.91)  -0.691
O (-0.46, 1.42, 4.30)  -0.364
C (0.13, -0.86, 5.66)  -0.628
H (0.54, -3.01, 5.27)  0.378
H (-1.09, -2.64, 5.82)  0.364
H (-1.73, -3.03, 3.63)  0.238
H (-0.27, -2.43, 2.93)  -0.412
H (-2.72, -0.72, 3.48)  0.580
H (-1.18, -0.50, 2.61)  -0.416
H (0.15, -0.84, 6.75)  0.484
H (1.05, -0.62, 5.14)  0.153
C (-0.67, 6.63, 0.48)  -0.811
C (0.76, 6.78, 1.03)  -0.443
C (0.54, 6.90, 2.52)  -0.902
S (-0.70, 5.61, 2.91)  0.973
O (-1.72, 6.22, 3.74)  -0.704
O (0.00, 4.36, 3.21)  -0.397
C (-1.35, 5.46, 1.17)  -0.186
H (-0.72, 6.44, -0.60)  0.320
H (-1.16, 7.58, 0.66)  0.393
H (1.28, 7.67, 0.67)  0.413
H (1.32, 5.87, 0.85)  0.173
H (0.02, 7.84, 2.70)  0.364
H (1.44, 6.82, 3.12)  0.455
H (-2.41, 5.53, 1.42)  0.491
H (-1.04, 4.52, 0.73)  -0.105
C (-4.01, -0.58, -1.63)  0.572
C (-3.84, 0.85, -2.26)  -0.520
C (-5.17, 1.31, -2.82)  -0.974
S (-5.77, -0.14, -3.71)  1.195
O (-5.06, -0.30, -4.97)  -0.649
O (-7.22, -0.24, -3.76)  -0.716
C (-5.07, -1.33, -2.47)  -0.926
H (-4.29, -0.53, -0.57)  0.312
H (-3.05, -1.09, -1.65)  -0.494
H (-3.11, 0.77, -3.07)  0.241
H (-3.39, 1.58, -1.59)  0.375
H (-5.12, 2.19, -3.47)  0.492
H (-5.91, 1.47, -2.04)  0.353
H (-4.71, -2.18, -3.04)  0.265
H (-5.90, -1.60, -1.81)  0.444
C (0.90, -2.82, -3.32)  0.818
C (-0.32, -1.83, -3.37)  -0.220
C (-1.59, -2.63, -3.79)  0.312
S (-1.02, -4.01, -4.84)  1.115
O (-1.37, -3.70, -6.26)  -0.715
O (-1.32, -5.26, -4.12)  -0.612
C (0.78, -3.65, -4.62)  -0.967
H (0.75, -3.49, -2.47)  -0.160
H (1.81, -2.21, -3.20)  -0.259
H (-0.20, -1.03, -4.09)  0.354
H (-0.43, -1.32, -2.41)  -0.452
H (-2.45, -2.19, -4.28)  0.550
H (-1.99, -3.16, -2.92)  -0.681
H (1.03, -2.97, -5.44)  0.344
H (1.32, -4.58, -4.75)  0.533
C (6.06, 0.39, 0.95)  -0.477
C (5.09, -0.60, 1.70)  -0.005
C (4.63, -0.06, 3.04)  -0.187
S (4.74, 1.78, 2.83)  0.886
O (5.92, 2.20, 3.60)  -0.710
O (3.44, 2.47, 2.98)  -0.350
C (5.31, 1.75, 1.04)  -0.436
H (6.09, 0.03, -0.08)  0.054
H (7.09, 0.31, 1.32)  0.348
H (5.46, -1.62, 1.85)  0.549
H (4.20, -0.76, 1.09)  -0.402
H (5.16, -0.29, 3.96)  0.442
H (3.56, -0.26, 3.14)  -0.170
H (5.64, 2.75, 0.76)  0.539
H (4.38, 1.83, 0.48)  -0.064

# C45H65N6O2SeZn

A structure of composition C45H65N6O2SeZn (wB97M-V/def2-TZVPD, the OMol25 dataset).

The calculation puts the relative energy (zero: lowest compared OMol25 entry of this formula, charge and spin) at 0.000 eV. Its total charge is -1. As for the multiplicity: 1.

Last column: Mulliken charge in e.
CARTESIAN COORDINATES (ANGSTROEM)
Zn (-0.17, 0.59, 0.65)  -1.369
C (2.11, -2.49, 2.66)  -2.150
C (1.11, -1.51, 2.14)  0.360
N (1.29, -0.83, 1.06)  1.474
O (2.54, -0.94, 0.43)  -0.702
C (-0.11, -1.23, 2.89)  0.650
C (-0.53, -1.99, 4.11)  -1.724
N (-0.80, -0.19, 2.48)  1.103
O (-1.85, 0.17, 3.10)  -0.901
H (2.98, -2.54, 2.02)  0.428
H (1.65, -3.48, 2.74)  0.391
H (2.42, -2.20, 3.67)  0.457
H (2.57, -0.14, -0.11)  0.145
H (0.27, -2.60, 4.51)  0.465
H (-1.39, -2.63, 3.90)  0.238
H (-0.87, -1.27, 4.86)  0.331
C (-3.89, 3.99, -1.69)  -1.713
C (-3.60, 2.97, -0.59)  1.505
C (-4.41, 3.28, 0.67)  -1.635
C (-3.87, 1.53, -1.01)  0.485
C (-5.16, 1.19, -1.40)  -0.114
C (-5.56, -0.12, -1.53)  -1.688
C (-4.66, -1.12, -1.17)  -0.437
C (-3.35, -0.83, -0.80)  0.392
C (-2.50, -1.98, -0.30)  2.960
C (-2.93, -2.35, 1.12)  -1.678
C (-2.57, -3.24, -1.18)  -2.065
C (-2.89, 0.51, -0.83)  -0.418
N (-1.56, 0.83, -0.68)  0.961
C (-1.06, 1.88, -1.46)  -0.737
C (0.13, 2.47, -1.20)  -0.123
N (0.87, 2.13, -0.06)  1.381
C (2.12, 2.65, 0.21)  -0.588
C (3.19, 2.77, -0.72)  0.550
C (4.45, 3.13, -0.28)  -0.478
C (4.73, 3.40, 1.05)  -1.485
C (3.67, 3.38, 1.94)  -0.506
C (2.38, 3.06, 1.55)  0.102
C (1.31, 3.29, 2.61)  0.258
C (1.23, 2.15, 3.62)  -1.925
C (-0.08, 3.70, 2.13)  -1.644
C (3.02, 2.49, -2.21)  1.550
C (4.22, 1.75, -2.80)  -1.879
C (2.82, 3.80, -2.98)  -1.943
H (-3.62, 4.99, -1.36)  0.423
H (-4.95, 4.01, -1.95)  0.312
H (-3.33, 3.76, -2.60)  0.348
H (-2.55, 3.06, -0.32)  -0.345
H (-5.49, 3.24, 0.47)  0.341
H (-4.18, 4.29, 1.03)  0.425
H (-4.18, 2.57, 1.46)  0.388
H (-5.88, 1.99, -1.57)  0.292
H (-6.57, -0.37, -1.84)  0.349
H (-4.99, -2.15, -1.18)  0.264
H (-1.45, -1.66, -0.28)  -1.411
H (-3.95, -2.74, 1.11)  0.449
H (-2.90, -1.49, 1.79)  0.270
H (-2.27, -3.13, 1.53)  0.419
H (-3.56, -3.70, -1.11)  0.457
H (-1.84, -3.97, -0.84)  0.407
H (-2.38, -3.01, -2.23)  0.451
H (-1.63, 2.21, -2.32)  0.306
H (0.42, 3.32, -1.81)  -0.099
H (5.26, 3.18, -1.00)  0.281
H (5.73, 3.65, 1.37)  0.359
H (3.84, 3.67, 2.97)  0.409
H (1.69, 4.17, 3.16)  0.724
H (0.89, 1.24, 3.14)  0.441
H (0.53, 2.38, 4.42)  0.410
H (2.21, 1.95, 4.06)  0.404
H (-0.73, 2.86, 1.88)  -0.035
H (-0.03, 4.35, 1.25)  0.301
H (-0.58, 4.26, 2.93)  0.524
H (2.14, 1.86, -2.35)  0.347
H (5.08, 2.41, -2.94)  0.501
H (3.97, 1.37, -3.79)  0.344
H (4.54, 0.91, -2.18)  0.466
H (3.70, 4.43, -2.87)  0.447
H (1.96, 4.36, -2.62)  0.370
H (2.67, 3.60, -4.05)  0.397
C (3.48, -5.90, -4.07)  -0.868
C (3.52, -6.19, -2.58)  -0.625
C (2.62, -5.28, -1.73)  -0.416
C (3.17, -3.89, -1.44)  -0.621
N (3.19, -2.99, -2.59)  1.596
C (2.09, -2.33, -3.06)  -2.145
Se (0.39, -2.43, -2.42)  -0.409
N (2.51, -1.58, -4.13)  2.407
C (1.65, -0.72, -4.92)  -0.807
C (1.46, -1.19, -6.36)  -0.794
C (0.56, -2.41, -6.53)  -0.712
C (1.17, -3.73, -6.08)  -0.667
C (3.88, -1.73, -4.30)  0.581
C (4.77, -1.18, -5.20)  -0.607
C (6.10, -1.54, -5.09)  -0.970
C (6.53, -2.43, -4.11)  -0.737
C (5.64, -2.99, -3.20)  -0.817
C (4.31, -2.62, -3.31)  -0.018
H (4.07, -6.63, -4.63)  0.445
H (3.88, -4.91, -4.32)  0.071
H (2.46, -5.94, -4.45)  0.234
H (4.55, -6.13, -2.21)  0.234
H (3.19, -7.22, -2.42)  0.395
H (2.44, -5.74, -0.76)  0.523
H (1.64, -5.17, -2.21)  0.120
H (4.20, -3.95, -1.08)  0.598
H (2.58, -3.40, -0.67)  -0.324
H (2.08, 0.28, -4.90)  0.066
H (0.70, -0.68, -4.39)  0.505
H (2.44, -1.40, -6.82)  0.220
H (1.04, -0.35, -6.91)  0.531
H (0.30, -2.49, -7.60)  0.401
H (-0.38, -2.24, -6.00)  0.233
H (2.17, -3.87, -6.50)  0.270
H (0.55, -4.57, -6.40)  0.507
H (1.24, -3.79, -4.99)  -0.114
H (4.44, -0.48, -5.96)  0.457
H (6.82, -1.11, -5.78)  0.432
H (7.58, -2.69, -4.05)  0.420
H (5.98, -3.68, -2.45)  0.392

# C45H66NOP2PdSi

A structure of composition C45H66NOP2PdSi at a distorted geometry (wB97M-V/def2-TZVPD, the OMol25 dataset).

The calculation puts the relative energy (zero: lowest compared OMol25 entry of this formula, charge and spin) at 0.366 eV. Its total charge is -1. As for the multiplicity: 1.

Last column: Mulliken charge in e.
CARTESIAN COORDINATES (ANGSTROEM)
Pd (0.90, -0.40, 0.85)  0.139
C (-1.45, -3.34, 1.93)  -1.924
Si (-0.70, -2.07, 0.66)  0.891
C (-0.56, -3.18, -0.92)  0.228
C (-1.23, -4.41, -1.02)  0.136
C (-1.12, -5.24, -2.12)  -0.864
C (-0.30, -4.86, -3.18)  -0.952
C (0.39, -3.67, -3.10)  0.086
C (0.28, -2.82, -1.99)  -1.198
P (1.19, -1.22, -1.99)  1.556
C (0.27, -0.31, -3.38)  0.108
C (-1.23, -0.61, -3.43)  0.178
C (-1.93, 0.21, -4.51)  -1.215
C (-1.72, 1.71, -4.29)  -0.523
C (-0.22, 2.03, -4.24)  -1.073
C (0.46, 1.20, -3.15)  -0.189
C (2.80, -1.81, -2.84)  -0.772
C (3.01, -1.67, -4.36)  -1.340
C (3.73, -0.37, -4.70)  -0.417
C (5.18, -0.39, -4.17)  -0.942
C (5.28, -1.22, -2.87)  -1.155
C (3.96, -1.13, -2.10)  0.179
C (-2.29, -1.01, 0.23)  0.478
C (-3.24, -1.53, -0.65)  -0.539
C (-4.37, -0.83, -1.05)  -0.664
C (-4.59, 0.44, -0.53)  -1.360
C (-3.68, 0.97, 0.38)  -0.793
C (-2.52, 0.28, 0.75)  1.115
P (-1.35, 0.93, 2.04)  0.728
C (-2.42, 0.53, 3.55)  0.368
C (-1.57, 0.50, 4.83)  -0.887
C (-2.49, 0.62, 6.05)  -0.939
C (-3.81, -0.14, 5.84)  -0.728
C (-3.60, -1.29, 4.86)  -0.840
C (-3.23, -0.77, 3.46)  0.385
C (-1.55, 2.82, 2.29)  0.189
C (-0.46, 3.58, 1.51)  0.320
C (-0.73, 5.08, 1.48)  -1.174
C (-2.02, 5.39, 0.69)  -0.984
C (-3.00, 4.21, 0.77)  -0.193
C (-2.89, 3.56, 2.15)  -1.600
H (-2.52, -3.49, 1.78)  0.483
H (-1.29, -3.00, 2.96)  0.287
H (-0.94, -4.31, 1.83)  0.427
H (-1.87, -4.72, -0.20)  0.348
H (-1.67, -6.17, -2.16)  0.360
H (-0.22, -5.49, -4.06)  0.409
H (1.03, -3.39, -3.94)  0.267
H (0.70, -0.57, -4.35)  0.466
H (-1.67, -0.36, -2.46)  -0.395
H (-1.41, -1.67, -3.60)  0.304
H (-3.00, -0.02, -4.52)  0.442
H (-1.53, -0.07, -5.49)  0.344
H (-2.18, 1.99, -3.34)  0.057
H (-2.20, 2.28, -5.09)  0.459
H (-0.08, 3.10, -4.04)  0.445
H (0.23, 1.81, -5.21)  0.312
H (0.04, 1.46, -2.18)  -0.206
H (1.52, 1.45, -3.11)  0.024
H (2.83, -2.88, -2.59)  0.855
H (2.07, -1.72, -4.91)  0.593
H (3.62, -2.51, -4.72)  0.600
H (3.19, 0.46, -4.24)  -0.157
H (3.73, -0.20, -5.78)  0.512
H (5.52, 0.63, -3.99)  0.370
H (5.84, -0.82, -4.93)  0.376
H (6.10, -0.84, -2.25)  0.417
H (5.50, -2.26, -3.11)  0.393
H (3.73, -0.07, -1.97)  -0.230
H (4.07, -1.56, -1.10)  0.330
H (-3.07, -2.52, -1.07)  0.309
H (-5.06, -1.26, -1.76)  0.373
H (-5.47, 1.00, -0.80)  0.344
H (-3.91, 1.94, 0.79)  0.283
H (-3.12, 1.37, 3.64)  -0.170
H (-0.83, 1.30, 4.83)  0.387
H (-1.01, -0.44, 4.85)  0.385
H (-2.70, 1.68, 6.25)  0.295
H (-1.97, 0.23, 6.94)  0.446
H (-4.57, 0.54, 5.42)  0.283
H (-4.20, -0.50, 6.79)  0.458
H (-4.50, -1.92, 4.80)  0.563
H (-2.80, -1.93, 5.25)  0.307
H (-4.13, -0.59, 2.88)  0.332
H (-2.65, -1.53, 2.93)  -1.022
H (-1.28, 2.87, 3.36)  0.135
H (-0.40, 3.22, 0.49)  -0.138
H (0.50, 3.39, 1.98)  0.027
H (0.12, 5.60, 1.02)  0.428
H (-0.82, 5.46, 2.50)  0.347
H (-1.78, 5.59, -0.36)  0.388
H (-2.49, 6.29, 1.09)  0.379
H (-2.74, 3.47, 0.01)  -0.089
H (-4.02, 4.54, 0.57)  0.471
H (-3.74, 2.91, 2.37)  0.630
H (-2.94, 4.36, 2.90)  0.704
O (1.45, 1.85, -0.22)  -0.111
C (2.75, 1.38, 0.13)  -0.372
C (3.28, 1.93, 1.47)  -1.272
C (2.92, 1.02, 2.66)  0.448
C (3.53, -0.35, 2.50)  0.120
C (4.91, -0.54, 2.44)  -0.655
C (5.41, -1.81, 2.22)  -0.508
C (4.52, -2.87, 2.08)  -0.672
C (3.17, -2.60, 2.16)  -0.320
N (2.67, -1.38, 2.36)  0.120
H (0.81, 1.11, 0.13)  -0.236
H (3.42, 1.72, -0.67)  0.426
H (2.74, 0.27, 0.16)  0.014
H (2.89, 2.93, 1.62)  0.468
H (4.37, 2.01, 1.40)  0.587
H (1.83, 0.87, 2.68)  -0.755
H (3.23, 1.48, 3.60)  0.640
H (5.58, 0.30, 2.55)  0.366
H (6.48, -1.98, 2.15)  0.396
H (4.87, -3.88, 1.92)  0.409
H (2.43, -3.38, 2.05)  0.341

Number 1: calculated total energy -7806.1901 a.u.. Number 2: calculated total energy -6413.5426 a.u.. Number 3: calculated total energy -2984.4110 a.u..